# 1
# C22H31N3O3

The molecule C22H31N3O3 in a non-equilibrium geometry (ωB97M-V/def2-TZVPD, the Open Molecules 2025 dataset).

Element x y z (Å)
C1 4.024 2.111 -0.725
O1 3.509 0.803 -0.746
C2 2.331 0.655 -1.496
C3 1.939 -0.815 -1.515
C4 2.926 -1.778 -1.353
C5 2.603 -3.123 -1.401
C6 1.293 -3.518 -1.608
C7 0.307 -2.559 -1.768
C8 0.624 -1.212 -1.724
C9 1.204 1.482 -0.968
N1 0.949 1.807 0.254
N2 -0.207 2.506 0.243
C10 -0.596 2.574 -0.987
C11 -1.870 3.151 -1.483
C12 -2.997 2.624 -0.589
C13 -2.931 1.099 -0.566
O2 -2.290 0.482 -1.400
N3 -3.617 0.483 0.418
C14 -4.379 1.188 1.419
C15 -3.455 -0.948 0.596
C16 -2.586 -1.297 1.807
C17 -1.166 -0.749 1.676
C18 -0.267 -1.136 2.854
C19 1.052 -0.331 2.836
C20 2.191 -1.345 2.675
C21 1.515 -2.572 2.074
C22 0.169 -2.608 2.791
O3 0.268 1.960 -1.817
H1 4.970 2.053 -0.190
H2 3.354 2.799 -0.198
H3 4.200 2.485 -1.742
H4 2.502 0.986 -2.541
H5 3.942 -1.464 -1.182
H6 3.379 -3.864 -1.272
H7 1.040 -4.568 -1.642
H8 -0.719 -2.855 -1.927
H9 -0.167 -0.489 -1.856
H10 -2.009 2.827 -2.514
H11 -1.834 4.241 -1.443
H12 -2.855 3.011 0.419
H13 -3.967 2.950 -0.969
H14 -5.019 1.942 0.958
H15 -3.733 1.675 2.155
H16 -5.014 0.473 1.937
H17 -2.984 -1.326 -0.314
H18 -4.446 -1.403 0.699
H19 -2.561 -2.385 1.894
H20 -3.045 -0.905 2.718
H21 -1.211 0.341 1.617
H22 -0.719 -1.109 0.748
H23 -0.821 -0.944 3.778
H24 1.172 0.251 3.750
H25 1.055 0.366 2.000
H26 2.986 -0.961 2.039
H27 2.617 -1.600 3.647
H28 2.091 -3.486 2.217
H29 1.363 -2.425 1.006
H30 0.302 -3.000 3.801
H31 -0.555 -3.237 2.275

Output
HOMO-LUMO gap in eV: 9.89
Multiplicity: 1
HOMO in eV: -9.143
Electronic energy in hartree: -1246.90398
Energy relative to the best compared isomer or geometry (same formula, charge and spin) in eV: 3.046
M in g mol⁻¹: 385.51
SMILES: CO[C@@H](c1ccccc1)c1nnc(CCC(=O)N(C)CCCC2CCCC2)o1
Net charge: 0
Strongest force on any atom in hartree/bohr: 0.0288

# 2
# C22H31N3O4

The molecule C22H31N3O4 in a non-equilibrium geometry (ωB97M-V/def2-TZVPD, the Open Molecules 2025 dataset).

Element x y z (Å)
C1 3.662 -4.997 0.307
C2 2.175 -4.864 0.832
C3 1.365 -4.157 0.170
C4 1.197 -4.465 -1.441
C5 -0.119 -4.285 0.846
N1 1.645 -2.754 0.483
C6 2.364 -1.897 -0.493
O1 3.196 -2.272 -1.295
C7 2.219 -0.384 0.008
C8 3.341 0.410 -0.173
C9 3.082 1.721 0.251
C10 2.106 2.383 0.492
C11 0.792 1.314 0.517
C12 0.800 -0.050 0.326
N2 -0.466 2.052 1.045
C13 -1.283 1.198 1.623
C14 -2.298 0.167 0.516
O2 -2.037 -1.086 0.815
N3 -2.821 0.818 -0.334
C15 -3.136 2.167 -0.700
C16 -3.997 2.264 -1.897
C17 -4.636 0.952 -1.713
C18 -3.831 -0.074 -1.328
C19 -0.621 3.231 1.337
O3 -1.698 3.776 1.369
C20 0.434 4.246 0.542
C21 0.275 4.304 -0.781
C22 0.583 5.427 1.247
O4 1.892 3.580 0.931
H1 3.615 -5.488 -0.681
H2 4.307 -5.504 0.912
H3 3.949 -3.935 0.258
H4 2.423 -4.478 1.855
H5 2.103 -5.872 0.868
H6 1.092 -5.536 -1.580
H7 2.038 -3.987 -1.969
H8 0.432 -3.886 -1.744
H9 -0.219 -4.309 1.984
H10 -0.351 -5.409 0.439
H11 -0.827 -3.798 0.358
H12 0.931 -2.441 1.039
H13 4.295 -0.085 -0.202
H14 4.143 2.503 0.282
H15 0.011 -0.553 0.245
H16 -2.110 1.691 2.092
H17 -0.862 0.471 2.404
H18 -3.422 2.758 0.453
H19 -2.149 2.513 -0.678
H20 -3.585 2.377 -2.717
H21 -4.814 2.939 -1.602
H22 -5.452 0.921 -0.921
H23 -5.259 0.603 -2.652
H24 -3.015 -0.258 -2.369
H25 -4.011 -0.974 -0.565
H26 0.379 3.368 -1.479
H27 -0.696 4.679 -0.924
H28 1.002 4.925 -1.275
H29 1.308 6.358 0.876
H30 0.895 5.513 2.444
H31 -0.338 6.170 1.346

Output
HOMO-LUMO gap in eV: 8.58
Multiplicity: 1
HOMO in eV: -8.258
Electronic energy in hartree: -1321.49496
Energy relative to the best compared isomer or geometry (same formula, charge and spin) in eV: 20.580
M in g mol⁻¹: 401.51
SMILES: CCC(C)(C)NC(=O)c1ccc2c(c1)N(CC(=O)N1CCCC1)C(=O)C(C)(C)O2
Net charge: 0
Strongest force on any atom in hartree/bohr: 0.2990

# 3
# C22H32BiN5O4S5

A structure of composition C22H32BiN5O4S5 (ωB97M-V/def2-TZVPD, the Open Molecules 2025 dataset).

Element x y z (Å)
Bi1 0.246 -0.227 0.105
C1 -1.489 -3.593 -1.176
C2 -0.626 -3.989 0.012
S1 -0.751 -2.768 1.353
C3 0.592 -3.319 2.449
C4 1.956 -3.541 1.805
S2 2.601 -2.033 1.018
C5 3.301 -2.672 -0.538
C6 3.602 -1.543 -1.521
S3 2.191 -0.709 -2.314
C7 1.584 -1.949 -3.496
C8 0.604 -2.992 -2.966
S4 -0.814 -2.210 -2.143
H1 -2.482 -3.267 -0.863
H2 -1.615 -4.440 -1.850
H3 0.415 -4.070 -0.291
H4 -0.950 -4.951 0.411
H5 0.262 -4.239 2.930
H6 0.641 -2.542 3.214
H7 1.940 -4.343 1.071
H8 2.659 -3.827 2.586
H9 2.619 -3.407 -0.960
H10 4.234 -3.176 -0.288
H11 4.238 -1.923 -2.321
H12 4.145 -0.736 -1.027
H13 2.458 -2.443 -3.923
H14 1.120 -1.360 -4.287
H15 1.081 -3.680 -2.271
H16 0.218 -3.572 -3.805
O1 2.245 0.902 0.905
C9 2.441 1.477 1.980
C10 1.493 1.684 3.040
C11 1.932 2.503 4.092
C12 1.083 2.833 5.107
C13 -0.231 2.374 5.119
C14 -0.670 1.548 4.111
C15 0.175 1.162 3.059
O2 -0.308 0.298 2.170
N1 1.567 3.689 6.205
O3 2.760 3.899 6.256
O4 0.746 4.049 7.021
H17 3.440 1.899 2.149
H18 2.945 2.887 4.102
H19 -0.887 2.678 5.925
H20 -1.683 1.166 4.127
N2 -2.917 0.163 1.143
C16 -4.252 0.155 1.045
C17 -4.562 -0.180 -0.257
C18 -3.325 -0.361 -0.878
N3 -2.320 -0.150 -0.019
H21 -2.310 0.341 1.936
H22 -4.889 0.379 1.887
H23 -5.540 -0.275 -0.696
H24 -3.132 -0.655 -1.901
S5 0.027 2.458 -0.329
C19 -0.552 2.796 -1.923
N4 -0.131 3.906 -2.509
C20 -0.616 4.394 -3.808
C21 -1.999 3.826 -4.064
C22 -1.957 2.318 -3.894
N5 -1.402 2.002 -2.569
H25 0.536 4.461 -1.997
H26 0.082 4.096 -4.592
H27 -0.641 5.480 -3.774
H28 -2.336 4.086 -5.064
H29 -2.703 4.250 -3.345
H30 -1.344 1.856 -4.669
H31 -2.956 1.892 -3.953
H32 -1.791 1.232 -2.051

Output
HOMO-LUMO gap in eV: 8.55
Multiplicity: 1
HOMO in eV: -13.985
Electronic energy in hartree: -3637.28927
Energy relative to the best compared isomer or geometry (same formula, charge and spin) in eV: 0.165
M in g mol⁻¹: 799.84
Net charge: +2
Strongest force on any atom in hartree/bohr: 0.0122

# 4
# C22H32BrFNO2P

The molecule C22H32BrFNO2P in a non-equilibrium geometry (ωB97M-V/def2-TZVPD, the Open Molecules 2025 dataset).

Element x y z (Å)
C1 -2.131 -3.275 -3.558
C2 -1.227 -2.138 -3.885
C3 -0.714 -0.970 -2.848
P1 1.088 -1.409 -2.392
O1 2.080 -1.166 -3.845
Br1 1.323 -3.672 -1.988
C4 -0.790 0.380 -3.813
O2 -0.363 0.562 -5.074
N1 -1.496 1.527 -3.124
C5 -1.447 1.179 -1.628
C6 0.038 1.739 -1.213
C7 -0.007 3.010 -0.143
C8 0.786 2.640 1.281
C9 2.147 3.525 1.509
C10 3.531 2.653 1.631
C11 3.694 1.448 0.532
C12 4.688 0.311 1.248
C13 3.834 -0.619 2.341
C14 -1.746 -0.432 -1.669
F1 -3.104 -0.515 -2.252
C15 -1.337 -1.386 -0.400
C16 -2.511 -1.588 0.727
C17 -4.030 -2.202 0.411
C18 -5.163 -2.427 1.620
C19 -4.851 -2.064 3.208
C20 -3.355 -1.439 3.530
C21 -2.241 -1.219 2.335
C22 -0.761 -0.625 2.840
H1 -3.250 -3.099 -3.203
H2 -1.691 -4.367 -3.730
H3 -0.806 -2.104 -4.998
H4 2.669 -1.995 -3.904
H5 -1.140 2.479 -3.384
H6 -2.290 1.743 -1.036
H7 0.636 2.147 -2.159
H8 0.692 0.910 -0.708
H9 0.526 3.943 -0.641
H10 -1.124 3.289 0.093
H11 0.025 2.942 2.149
H12 0.935 1.482 1.381
H13 2.018 4.090 2.553
H14 2.188 4.393 0.700
H15 3.727 2.243 2.726
H16 4.423 3.415 1.424
H17 4.235 1.748 -0.462
H18 2.705 0.887 0.255
H19 5.120 -0.446 0.459
H20 5.614 0.817 1.797
H21 3.815 -1.740 1.959
H22 4.294 -0.604 3.417
H23 2.729 -0.213 2.379
H24 -1.119 -2.468 -0.853
H25 -0.346 -1.024 0.109
H26 -4.354 -2.517 -0.676
H27 -6.224 -2.865 1.388
H28 -5.614 -2.243 4.083
H29 -3.075 -1.164 4.654
H30 0.041 -1.238 2.244
H31 -0.613 0.507 2.579
H32 -0.682 -0.777 4.021

Output
HOMO-LUMO gap in eV: 7.80
Multiplicity: 1
HOMO in eV: -8.296
Electronic energy in hartree: -4077.30787
M in g mol⁻¹: 472.38
SMILES: C=C[C@@]1(P(O)Br)C(=O)N[C@H](CCCCCCCC)[C@]1(F)Cc1ccccc1C
Net charge: 0
Strongest force on any atom in hartree/bohr: 0.1562

The lowest HOMO-LUMO gap belongs to which entry? C22H32BrFNO2P

Number 2 is which compound? C22H31N3O4

Which formula does entry 1 have? C22H31N3O3

Which of these has the lowest HOMO-LUMO gap? C22H32BrFNO2P